Record 1
Here is 4 unconnected molecules or ions with the total composition CH12NO3 at a distorted geometry from the OMol25 dataset. Energies are from wB97M-V/def2-TZVPD.

CARTESIAN COORDINATES (ANGSTROEM)
C  1.678  0.635  0.254
N  0.238  0.363  0.673
H  2.209  0.989  1.118
H  1.691  1.314  -0.584
H  2.117  -0.318  -0.051
H  0.282  -0.638  0.944
H  -0.077  1.042  1.348
H  -0.327  0.376  -0.186
H  -1.539  -1.499  -2.082
H  -2.401  -0.980  -0.888
O  -1.514  -0.995  -1.261
H  -1.098  3.256  -0.527
H  -1.053  2.464  -1.862
O  -0.703  2.491  -0.966
H  0.436  -2.657  2.298
H  0.588  -3.042  0.828
O  0.690  -2.302  1.438

Orbital gap = 12.56 eV
LUMO = -2.97 eV
Total charge = +1
E_HOMO = -15.52 eV

Record 2
Here is 2 unconnected molecules or ions with the total composition C2H8NS2 from the OMol25 dataset. Energies are from wB97M-V/def2-TZVPD.

CARTESIAN COORDINATES (ANGSTROEM)
C  1.409  -0.659  -0.568
C  2.421  0.037  -0.082
N  0.232  -0.956  0.276
H  1.312  -1.067  -1.563
H  3.158  0.360  -0.803
H  2.510  0.231  0.977
H  0.461  -1.026  1.269
H  -0.437  -0.170  0.173
H  -0.220  -1.836  0.056
S  -2.956  0.425  0.792
S  -1.784  1.647  -0.443
H  -3.568  1.415  1.470
H  -2.538  1.598  -1.555

Orbital gap = 10.25 eV
LUMO = -3.40 eV
Total charge = +1
E_HOMO = -13.65 eV

Record 3
Here is 3 unconnected molecules or ions with the total composition C4H10N2O at a distorted geometry from the OMol25 dataset. Energies are from wB97M-V/def2-TZVPD.

CARTESIAN COORDINATES (ANGSTROEM)
C  -2.852  0.634  0.341
N  -1.920  1.565  0.141
C  -0.499  1.177  0.126
C  0.177  -1.938  -0.155
C  0.924  -1.192  -1.015
N  2.486  0.629  0.283
O  -2.803  -0.628  0.497
H  -3.856  1.098  0.146
H  -0.202  0.462  0.855
H  -0.108  0.811  -0.832
H  0.120  1.976  0.428
H  -0.872  -1.826  -0.089
H  0.659  -2.639  0.610
H  1.157  -1.401  -2.113
H  1.674  -0.404  -0.411
H  2.993  0.196  1.006
H  2.921  1.479  0.181

Orbital gap (spin up / spin down) = 5.50 / 5.45 eV
LUMO (spin up / spin down) = -8.43 / -8.42 eV
Multiplicity = 2
Total charge = +1
E_HOMO (spin up / spin down) = -13.93 / -13.87 eV

In order of appearance, calculated total energy = -8858.64228, -25356.77545, -9320.03868 eV.
In order of appearance, ΔE to the lowest compared entry with this formula, charge and spin = 10.5, 17.5, 228.1 kcal per mole.